Computed, not measured: a molecular structure, C21H56O7 at a distorted geometry, with wB97M-V/def2-TZVPD.

```
84
Properties=species:S:1:pos:R:3:forces:R:3:mulliken_charge:R:1
C -2.67982 6.42140 -6.72794 -0.44 0.43 0.18 -1.3995
C -3.44076 5.63138 -5.63964 0.99 1.32 -1.58 0.2397
C -4.25823 4.54197 -6.22701 -2.32 -0.83 0.43 -1.6246
O -2.47618 5.04096 -4.81766 -5.76 0.38 0.56 -0.7533
H -2.04110 5.83542 -7.38882 -0.02 -0.40 0.23 0.3944
H -2.04581 7.16776 -6.24932 -1.07 -0.54 -0.63 0.3818
H -3.34456 6.99317 -7.37548 -0.41 -0.18 0.06 0.4953
H -3.89637 6.39283 -5.00661 -1.18 -0.18 -0.32 0.4832
H -5.20383 4.84336 -6.67767 0.12 0.47 -0.22 0.4122
H -4.61082 3.94010 -5.38943 -0.12 -0.36 0.20 0.4844
H -3.81772 3.82693 -6.92183 0.71 0.48 0.00 0.3010
H -2.81178 4.20673 -4.48146 -0.68 0.10 0.29 0.4288
C 5.51214 4.40059 -0.19097 -0.31 1.43 1.12 -1.4660
C 4.07337 3.91981 -0.24938 0.41 -1.49 -1.57 0.5038
C 3.20969 4.51568 -1.36127 0.67 0.77 -0.76 -0.6804
O 4.17092 2.49841 -0.53694 -0.42 -0.07 0.29 -0.6235
H 6.00660 4.16381 0.75112 -0.15 -0.43 0.04 0.3548
H 5.46935 5.48955 -0.17003 0.33 0.27 -0.33 0.3605
H 6.16604 4.05369 -0.99108 -0.47 -0.01 -0.21 0.3225
H 3.48614 3.97642 0.66717 0.72 0.14 0.24 0.2807
H 2.63026 3.74620 -1.87143 -0.06 -0.01 0.57 0.2353
H 3.67085 4.99766 -2.22332 1.18 -0.09 0.12 0.3636
H 2.54844 5.31848 -1.03513 1.45 -0.81 0.22 0.8455
H 4.21680 2.47736 -1.49561 0.16 -0.42 -0.11 0.3848
C 0.31959 3.78451 -2.20412 1.74 -3.92 0.37 -1.3338
C 0.55819 2.31139 -1.67441 -1.55 1.18 2.27 -0.2357
C 0.15213 2.11414 -0.16593 1.06 0.79 -0.93 -1.7592
O -0.34300 1.39471 -2.33923 -3.22 -2.05 7.52 -0.6648
H -0.73287 4.02358 -2.35662 -0.03 -0.19 0.75 1.7007
H 0.76822 3.83952 -3.19599 0.03 0.07 0.36 0.3815
H 0.93020 4.46295 -1.60833 -1.40 -3.12 -0.37 -2.8711
H 1.60353 2.00287 -1.68851 -0.07 -0.01 -0.79 0.7105
H -0.92066 2.29880 -0.11005 0.03 -0.56 0.41 0.3624
H 0.67909 2.78736 0.51023 -0.09 0.38 -0.25 0.2367
H 0.55605 1.15363 0.15402 -0.87 -0.39 -0.08 0.4511
H 0.18055 0.66728 -2.68322 -0.36 -2.96 3.60 0.5760
C -0.56641 8.46890 -6.79517 -0.03 0.80 -0.57 0.0443
C -0.67285 8.37249 -8.33601 1.77 -0.51 1.00 0.6167
C -0.65086 9.75189 -9.00690 -1.98 0.68 0.32 -1.5167
O 0.45434 7.60276 -8.71479 0.49 -0.84 -0.86 -0.5814
H -0.56707 7.55320 -6.20391 0.75 0.45 -1.11 -0.3733
H -1.39800 9.04715 -6.39246 0.20 0.55 0.15 0.3855
H 0.40485 8.93920 -6.64161 -0.15 0.40 0.45 0.5890
H -1.49244 7.72419 -8.64597 -0.23 0.50 -0.13 0.3050
H -0.03516 10.02052 -9.86530 0.27 -0.96 0.04 0.4015
H -0.55657 10.59159 -8.31834 0.39 -0.22 0.44 0.3145
H -1.68583 9.87249 -9.32689 -0.13 0.32 -0.46 0.3493
H 1.26639 8.06943 -8.50410 0.00 0.15 0.12 0.3309
C -0.60324 6.20778 -4.49704 1.27 2.52 2.09 -1.9650
C 0.20904 6.97574 -3.39272 -1.93 -0.12 -0.81 -0.4827
C 0.70391 6.27154 -2.14838 -2.06 1.27 -0.06 -2.7923
O 1.25483 7.59721 -3.99336 3.27 1.18 -1.54 -0.6738
H -0.00817 5.97146 -5.37915 0.49 -0.65 0.60 0.5619
H -1.40618 6.75189 -4.99437 0.76 0.93 1.55 0.5702
H -1.24628 5.43015 -4.08486 2.15 2.00 0.59 0.9841
H -0.39948 7.83568 -3.11288 -0.91 -0.39 0.84 0.2693
H 0.70179 6.94328 -1.28995 0.20 0.56 -0.58 0.6868
H 1.62272 5.68567 -2.12326 0.04 1.55 -1.87 1.9634
H 0.01965 5.47727 -1.85000 -0.73 2.53 -0.42 0.9104
H 1.95114 7.60878 -3.33259 0.35 0.36 -0.33 0.4291
C -0.74744 3.64245 -5.03436 0.88 -2.34 -0.86 1.2078
C -0.59512 2.15708 -4.78366 1.57 1.40 -1.44 0.8969
C -0.47697 1.39959 -6.09619 -1.21 -0.46 0.11 -1.7062
O 0.55167 1.95316 -3.98990 3.00 0.94 -6.89 -0.8161
H -0.58461 4.33240 -4.20638 -0.01 -2.29 -0.53 -2.5821
H -1.74464 3.86629 -5.41331 2.28 -1.78 -1.03 0.5803
H -0.04406 4.06576 -5.75141 0.30 -0.67 -0.35 0.3466
H -1.47584 1.76539 -4.27471 -0.21 0.01 0.27 0.5320
H -0.65264 0.36245 -5.81058 0.54 -0.41 -0.51 0.4289
H 0.41159 1.55512 -6.70805 0.19 0.00 0.52 0.3367
H -1.33096 1.65265 -6.72449 -0.17 0.11 -0.16 0.3798
H 0.24844 1.26144 -3.39730 1.28 2.56 -4.75 0.2874
C 1.17940 5.35015 0.38249 -0.12 0.72 1.35 -0.6281
C -0.23053 5.43633 0.97522 0.35 0.49 0.20 0.1729
C -0.42861 5.75693 2.46270 0.17 -1.63 0.00 -1.6397
O -0.88269 6.49141 0.29449 -0.72 0.15 -0.58 -0.5401
H 1.84110 4.58955 0.79690 -0.78 -0.24 0.06 0.0925
H 1.76954 6.25737 0.51200 -0.24 0.52 0.48 0.7804
H 1.12307 5.30546 -0.70513 -0.48 -0.26 2.89 0.6083
H -0.72935 4.50634 0.70247 -0.06 -0.25 0.24 0.1504
H -1.40424 5.44133 2.83234 -0.52 0.12 -0.51 0.4421
H -0.36412 6.82305 2.68026 0.73 -0.23 0.06 0.3435
H 0.18081 5.04368 3.01767 0.69 0.67 0.51 0.3677
H -1.79687 6.34868 0.55042 -0.34 0.54 -0.25 0.3519
```
Positions in Å, forces in eV/Å.

Kohn-Sham gap in eV: 8.990
ΔE to the lowest compared entry with this formula, charge and spin in kJ/mol: 1697.9
Lowest unoccupied orbital energy in eV: 0.496
HOMO in eV: -8.5

***

Computed, not measured: a molecular structure, C17H23N6O2PS at a distorted geometry, with wB97M-V/def2-TZVPD.

```
50
Properties=species:S:1:pos:R:3:forces:R:3:mulliken_charge:R:1
C -3.22677 -0.32918 -2.07754 -0.65 0.35 -0.19 -1.0924
N -1.90306 0.24000 -1.73235 0.11 -1.49 -0.88 -0.0196
C -1.09879 0.22163 -3.01212 -0.07 0.87 0.13 -0.5241
C -1.32239 -0.58226 -0.74047 -0.10 0.10 -0.07 0.4306
O -1.99212 -1.45308 -0.21272 0.21 0.32 0.28 -0.5743
C 0.16054 -0.40319 -0.30580 -0.49 -0.26 0.15 -1.2674
C 0.36395 -1.33821 0.90502 0.27 0.32 -1.31 0.5068
C 0.67586 -2.73171 0.55624 -0.17 0.96 1.59 -0.8874
C 0.82833 -3.62353 1.57025 0.22 -1.03 -0.26 -0.6555
C 0.70837 -3.24664 2.95918 -0.20 0.79 -0.83 0.4417
N 0.82870 -4.04684 4.02822 -0.30 1.67 0.03 -0.7032
S 0.55718 -3.03667 5.28354 -0.12 -0.02 0.30 0.1065
N 0.26066 -1.59207 4.57058 0.52 -1.76 -0.68 -0.5762
C 0.39589 -1.85523 3.25643 -0.13 -0.02 -0.26 1.2738
C 0.22453 -0.87957 2.18963 -0.23 -0.56 0.85 0.0990
P -0.19090 0.90900 2.48230 0.65 0.89 -1.21 0.3146
C 0.95220 1.38467 3.87924 -0.22 -0.68 0.49 -0.8359
O -1.74722 1.07055 3.07389 0.59 -0.75 0.71 -0.5712
H -3.68116 0.22826 -2.91729 0.45 0.10 0.42 0.4237
H -3.93157 -0.26021 -1.23557 0.40 -0.27 -0.24 0.2982
H -3.11659 -1.37162 -2.43780 -0.18 0.34 0.45 0.3506
H -0.69098 1.21880 -3.23945 0.15 -0.53 0.37 0.2788
H -1.74931 -0.02556 -3.87098 0.50 -0.07 0.89 0.1506
H -0.30468 -0.52895 -2.90072 -0.15 0.43 -0.52 0.2883
H 0.38577 0.64264 -0.05466 -0.25 -0.35 -0.21 0.5120
H 0.83035 -0.68317 -1.13596 -0.31 0.01 0.34 0.3487
H 0.77550 -3.02213 -0.49182 -0.10 0.11 0.40 0.4531
H 1.03299 -4.67434 1.33011 -0.03 0.40 0.23 0.3683
H 1.69103 2.11525 3.52019 -0.52 -0.14 -0.10 -0.0558
H 1.51225 0.50316 4.23698 -0.32 0.38 -0.08 0.3817
H 0.39994 1.79297 4.74152 0.12 -0.10 -0.36 0.3545
H -2.38877 0.76241 2.42066 0.18 0.11 -0.03 0.3225
C 3.15067 5.34766 4.03234 -0.03 -0.17 -0.23 -0.7813
C 3.04093 4.48917 2.84563 -0.01 -0.06 -0.15 0.3303
N 2.95304 3.81705 1.91511 0.09 0.28 0.40 -0.3438
H 4.19318 5.61023 4.20314 -0.01 -0.01 -0.01 0.2716
H 2.57334 6.25839 3.88375 0.00 -0.02 -0.01 0.2693
H 2.76782 4.82124 4.90523 0.00 0.00 -0.02 0.2803
C -4.96699 -1.53422 -5.42221 0.28 0.04 0.01 -0.8523
C -3.51153 -1.34136 -5.44750 0.15 -0.02 -0.09 0.4136
N -2.37016 -1.18950 -5.46717 -0.68 -0.27 -0.32 -0.4383
H -5.39076 -1.27358 -6.39043 0.02 0.00 0.01 0.3379
H -5.19747 -2.57471 -5.20037 0.02 0.01 0.00 0.2688
H -5.41030 -0.89976 -4.65611 0.02 -0.01 0.00 0.2610
C 4.29265 0.38114 -2.21645 -0.27 0.08 -0.04 -0.9210
C 2.90039 0.76356 -2.48559 -0.13 0.08 -0.04 0.4467
N 1.80808 1.06401 -2.69222 0.79 -0.05 0.06 -0.3517
H 4.89823 0.54180 -3.10664 -0.02 0.00 0.01 0.3176
H 4.68916 0.98410 -1.40128 -0.03 0.00 0.00 0.2749
H 4.33999 -0.67038 -1.93796 -0.01 0.02 0.00 0.2755
```
Positions in Å, forces in eV/Å.

Kohn-Sham gap in eV: 7.281
ΔE to the lowest compared entry with this formula, charge and spin in kJ/mol: 0.0
Lowest unoccupied orbital energy in eV: -0.297
HOMO in eV: -7.6

***

Computed, not measured: a molecular structure, C20H26B2F9N8O7Ti at a distorted geometry, with wB97M-V/def2-TZVPD.

```
73
Properties=species:S:1:pos:R:3:forces:R:3:mulliken_charge:R:1
Ti -0.80323 -0.32240 0.31287 0.54 -0.79 0.81 -1.0466
C 3.18593 -2.17790 0.00879 0.02 0.02 0.02 -2.1319
C 1.78277 -1.75359 -0.18362 0.01 0.06 -0.07 0.6758
N 1.13563 -0.96750 0.59644 0.12 -0.07 -0.21 1.0016
O 1.74897 -0.39938 1.66534 0.04 -0.07 0.10 -0.6463
B 2.30598 0.96657 1.32684 0.04 0.00 -0.13 0.7478
F 2.88488 1.43213 2.47553 0.02 -0.02 0.01 -0.3438
F 3.12438 0.86195 0.22786 0.00 -0.02 0.03 -0.3329
O 1.17263 1.90992 1.02598 -0.09 -0.04 0.09 -0.4071
N 0.35221 1.50708 0.03032 0.01 0.12 -0.05 0.2492
C -0.11764 2.41597 -0.74221 0.01 -0.04 -0.03 0.9622
C 0.28679 3.84090 -0.73058 0.03 0.00 -0.01 -1.8995
C -1.15253 1.88539 -1.66769 0.16 -0.07 0.02 0.7522
N -1.56514 0.72499 -1.30618 -0.33 0.11 -0.35 0.8854
O -2.41472 0.04467 -2.11989 -0.02 0.12 0.03 -0.6021
B -1.68693 -0.78639 -3.16022 -0.09 -0.14 -0.05 0.8045
F -0.80099 0.00409 -3.84604 0.00 0.06 -0.05 -0.3529
F -2.66761 -1.40726 -3.88223 0.07 0.08 0.06 -0.3303
O -0.92570 -1.88899 -2.47314 0.01 -0.10 0.08 -0.5844
N -0.08711 -1.49399 -1.50057 0.02 -0.05 -0.10 0.6655
C 0.98229 -2.18862 -1.35930 0.01 0.03 0.00 0.8226
C 1.41209 -3.30245 -2.24080 0.01 0.00 0.01 -2.0065
C -1.57124 2.60866 -2.88780 -0.09 0.05 0.06 -2.1241
H 3.58683 -1.80203 0.94366 -0.01 -0.01 0.00 0.2995
H 3.78702 -1.78496 -0.81481 0.00 0.00 0.00 0.4003
H 3.25180 -3.26663 -0.02624 -0.01 0.00 -0.02 0.5663
H 1.20913 3.97123 -0.17468 0.00 0.00 0.00 0.3256
H -0.50008 4.43953 -0.26338 0.00 0.00 0.00 0.3564
H 0.41540 4.20210 -1.75034 0.00 0.01 0.00 0.5528
H 0.79936 -3.33640 -3.13518 0.00 0.01 -0.01 0.3891
H 1.31646 -4.25365 -1.71043 0.00 0.00 0.00 0.3559
H 2.46051 -3.18448 -2.51497 0.00 0.00 0.00 0.5244
H -1.67879 3.67242 -2.67862 -0.02 -0.01 0.01 0.6148
H -2.49916 2.20185 -3.27713 -0.01 -0.01 -0.01 0.3168
H -0.80101 2.48442 -3.65190 0.02 0.01 -0.01 0.3677
N -0.69934 -1.28324 2.53527 0.03 0.01 -0.12 -0.5682
C -0.62200 -0.15581 3.48087 0.08 0.07 0.04 0.3664
C -1.24634 -0.44750 4.85066 -0.04 -0.05 -0.05 -1.0588
C -1.11814 0.64558 5.91685 0.03 -0.05 0.02 -1.1816
C 0.30669 1.11074 6.20989 -0.01 0.03 -0.01 -0.9721
N 0.74655 2.07226 5.19766 0.04 -0.03 0.05 0.0013
C 1.92197 2.68171 5.19803 0.00 0.02 -0.01 0.8375
N 2.81069 2.43738 6.15948 0.02 -0.03 -0.01 -0.3794
N 2.20411 3.57117 4.24050 -0.04 0.04 0.07 -0.3989
C -1.22124 1.05227 2.77859 -0.13 -0.10 -0.08 0.5977
O -1.30370 2.15495 3.25051 0.04 0.00 -0.03 -0.7895
O -1.62595 0.75656 1.54426 -0.41 0.67 -0.08 0.0524
H -1.56822 -1.79538 2.66657 0.02 -0.03 -0.01 0.3825
H 0.07013 -1.92097 2.71100 -0.04 -0.06 -0.03 0.3625
H 0.43791 0.07983 3.59550 0.01 -0.02 0.03 0.2505
H -0.77827 -1.36306 5.22326 0.02 0.01 0.01 0.3722
H -2.30787 -0.67616 4.71753 0.00 0.00 -0.01 0.4735
H -1.52667 0.23929 6.84222 0.00 0.00 0.00 0.4682
H -1.73500 1.50933 5.66741 0.01 0.00 0.00 0.4035
H 0.99089 0.25559 6.22492 0.00 0.00 0.01 0.4936
H 0.33000 1.58157 7.19600 -0.01 0.01 -0.01 0.7272
H 0.05605 2.34675 4.50133 -0.02 0.05 0.02 0.1431
H 2.58882 1.83855 6.93486 0.00 0.02 0.01 0.1918
H 3.71038 2.88624 6.16140 0.00 0.00 0.00 0.2267
H 1.66260 3.54199 3.39119 0.01 0.00 -0.01 0.1120
H 3.14670 3.90966 4.14191 0.00 0.00 0.00 0.2572
F -6.02595 -3.29899 -3.14827 -0.02 -0.02 -0.03 -0.2305
C -5.10729 -2.95215 -2.30846 0.00 0.00 0.00 0.3727
C -4.00104 -3.81291 -2.10780 0.02 -0.02 0.01 0.6986
F -3.93599 -4.93255 -2.78487 -0.03 -0.02 -0.02 -0.2683
C -3.02847 -3.44258 -1.23474 0.00 0.01 -0.02 0.1080
F -1.97259 -4.19555 -1.02303 0.03 -0.02 0.01 -0.3305
C -3.09576 -2.17891 -0.56115 0.19 -0.08 -0.03 0.5658
O -2.11420 -1.79054 0.15646 -0.22 0.30 0.02 -0.1848
C -4.26142 -1.36142 -0.74388 -0.01 0.02 0.00 0.2577
F -4.32299 -0.23691 -0.06912 0.00 0.02 0.00 -0.3001
C -5.24045 -1.73136 -1.61124 0.00 0.01 0.02 0.3868
F -6.29300 -0.98064 -1.83459 -0.02 0.00 0.00 -0.2750
```
Positions in Å, forces in eV/Å.

2S+1: 2
Kohn-Sham gap (spin up / spin down) in eV: 7.753 / 6.492
Charge: +2
ΔE to the lowest compared entry with this formula, charge and spin in kJ/mol: 0.0
Lowest unoccupied orbital energy (spin up / spin down) in eV: -7.142 / -8.660
HOMO (spin up / spin down) in eV: -14.9 / -15.2